# 1
{
  "formula": "C5H6S",
  "method": "ωB97M-V/def2-TZVPD",
  "symbols": ["C", "C", "H", "H", "H", "H", "C", "H", "C", "C", "S", "H"],
  "positions_angstrom": [[0.627, -0.855, 0.478], [1.917, -0.454, -0.030], [0.898, -0.878, 1.640], [-0.005, 1.683, -1.279], [3.989, 0.239, -0.577], [0.237, -1.761, 0.024], [-0.142, 1.447, 0.209], [0.994, 2.100, 0.797], [2.982, -0.005, -0.462], [-0.577, 0.139, 0.289], [-2.117, -0.312, -0.255], [-1.090, 1.982, 0.567]],
  "forces_ev_per_a": [[-1.065, 0.072, 2.349], [2.769, 1.764, -2.028], [-1.247, -0.597, -2.091], [-0.281, -0.472, 4.647], [0.822, 0.352, -0.416], [0.517, -0.609, 0.602], [1.314, 7.600, -1.667], [-3.623, -2.841, -1.869], [-3.446, -1.749, 1.733], [0.364, -4.215, -1.765], [2.233, 0.227, 1.441], [1.642, 0.468, -0.938]],
  "mulliken_charge": [-0.3985, -0.4471, 0.2235, 0.2634, 0.4360, 0.3271, -0.8355, 0.2670, -0.0629, 0.0761, -0.1784, 0.3292],
  "molar_mass_g_mol": 98.17,
  "e_homo_ev": -8.89,
  "largest_force_ev_per_a": 7.89,
  "orbital_gap_ev": 7.96,
  "total_energy_ha": -592.0727
}



# 2
{
  "formula": "C9H24O9S3",
  "method": "ωB97M-V/def2-TZVPD",
  "symbols": ["H", "C", "H", "C", "C", "H", "C", "S", "H", "H", "H", "H", "O", "O", "H", "O", "H", "H", "H", "H", "H", "H", "C", "H", "C", "H", "C", "H", "H", "O", "C", "H", "H", "O", "H", "H", "S", "O", "O", "C", "H", "O", "H", "O", "S"],
  "positions_angstrom": [[1.028, -1.986, -8.387], [1.238, 2.480, -4.349], [0.715, -0.744, -9.617], [2.963, 0.977, -8.196], [-2.729, 1.517, -7.571], [3.971, 1.103, -7.787], [-0.993, -1.232, -8.361], [2.871, 2.012, -3.959], [2.007, -0.010, -9.836], [-3.592, 1.857, -7.009], [1.245, -0.388, -4.623], [2.469, -2.571, -4.525], [-1.124, 1.151, -5.534], [-2.659, -0.674, -6.179], [1.097, 3.529, -4.108], [2.496, 2.223, -8.778], [1.090, 2.287, -5.406], [-1.780, -0.962, -9.071], [4.656, 4.771, -7.705], [4.403, 3.190, -6.926], [-2.980, 0.974, -8.476], [2.358, -0.535, -3.257], [2.939, -1.681, -4.961], [-1.347, -2.062, -7.755], [2.300, -0.478, -4.344], [3.038, 4.320, -7.061], [0.289, -1.594, -9.087], [3.757, -0.086, -9.898], [0.069, -2.377, -9.813], [4.745, 2.640, -9.611], [2.903, -0.127, -9.221], [2.881, -1.118, -8.767], [2.817, -1.737, -6.039], [3.798, 2.904, -4.573], [-2.088, 2.359, -7.828], [3.985, -1.746, -4.662], [3.586, 3.305, -9.113], [-0.694, -0.090, -7.506], [3.004, 0.687, -4.812], [3.946, 3.965, -7.534], [2.343, 0.798, -7.313], [2.958, 1.685, -2.573], [0.578, 1.856, -3.756], [2.906, 4.268, -9.894], [-1.820, 0.419, -6.536]],
  "forces_ev_per_a": [[-0.076, 0.088, -0.025], [-0.196, 0.043, 0.089], [-0.734, -0.464, 0.243], [0.150, -0.067, 0.624], [0.471, 0.163, -0.027], [-0.059, 0.010, -0.273], [0.333, -0.116, -0.386], [0.219, -0.064, -0.179], [0.725, 0.241, 0.163], [-0.174, -0.073, -0.080], [0.070, 0.028, -0.060], [-0.062, 0.107, -0.172], [0.043, 0.324, 0.290], [-0.322, -0.319, 0.124], [0.030, 0.044, 0.042], [-0.253, -0.579, 0.288], [-0.107, 0.137, -0.052], [0.040, 0.095, 0.092], [-0.032, 0.047, 0.115], [0.027, 0.043, 0.068], [-0.319, -0.001, 0.030], [0.099, 0.128, -0.025], [-0.027, -0.789, 0.470], [-0.059, 0.107, 0.153], [-0.435, -0.090, 0.137], [-0.068, 0.103, -0.053], [-0.653, -0.136, 0.096], [0.069, 0.125, 0.088], [-0.015, -0.045, -0.011], [0.422, -0.094, -0.156], [0.392, 0.217, -0.559], [0.088, 0.166, 0.075], [0.148, 0.141, -0.102], [0.136, 0.243, 0.037], [0.007, -0.022, 0.075], [0.079, 0.138, -0.300], [0.120, -0.228, 0.226], [0.223, -0.397, -0.339], [0.165, -0.150, -0.009], [0.319, 0.009, 0.056], [-0.266, -0.029, -0.320], [0.080, 0.097, 0.241], [-0.164, 0.045, -0.069], [-0.372, 0.704, -0.516], [-0.062, 0.068, -0.109]],
  "mulliken_charge": [0.1651, -0.8525, -0.0501, 0.4789, -0.9482, 0.4734, -0.3825, 1.1863, 0.4769, 0.3863, 0.1418, 0.4173, -0.5338, -0.6416, 0.4987, -0.3032, 0.1484, 0.3462, 0.4281, 0.2708, 0.3193, 0.5065, -1.1951, 0.3586, -0.1143, 0.2619, -0.8081, 0.4416, 0.4279, -0.6384, -1.7332, 0.3798, 0.1191, -0.6116, 0.3055, 0.3661, 1.1993, -0.1262, -0.2131, -0.8287, -0.1509, -0.6793, 0.3467, -0.6620, 1.0222],
  "smiles": "CCOS(C)(=O)=O.CCOS(C)(=O)=O.CCOS(C)(=O)=O",
  "molar_mass_g_mol": 372.48,
  "e_homo_ev": -11.13,
  "largest_force_ev_per_a": 0.95,
  "orbital_gap_ev": 11.42,
  "total_energy_ha": -2228.9938
}



# 3
{
  "formula": "C40H48MnN9O3P",
  "method": "ωB97M-V/def2-TZVPD",
  "symbols": ["H", "H", "C", "H", "H", "H", "C", "H", "C", "H", "H", "O", "C", "H", "H", "H", "C", "C", "C", "C", "C", "C", "H", "H", "H", "C", "H", "H", "C", "H", "N", "H", "H", "C", "H", "H", "C", "H", "C", "H", "C", "H", "C", "N", "H", "H", "N", "H", "H", "H", "C", "C", "H", "O", "H", "C", "C", "H", "C", "N", "C", "C", "C", "H", "N", "H", "H", "C", "H", "H", "H", "C", "H", "C", "C", "N", "C", "C", "N", "C", "N", "P", "C", "H", "N", "H", "H", "H", "H", "H", "C", "C", "Mn", "C", "O", "C", "C", "H", "H", "C", "H", "C"],
  "positions_angstrom": [[3.982, 2.913, 2.089], [1.204, 4.782, 4.660], [-2.036, 1.565, -0.182], [3.776, -2.890, -1.807], [3.639, 0.666, -1.514], [4.497, 1.243, -2.960], [0.867, 0.997, 4.109], [2.393, -3.676, -2.589], [0.467, 1.559, 5.309], [-2.536, 2.339, 4.357], [-0.781, -2.083, -1.962], [1.052, -0.373, -1.435], [6.091, 0.300, 1.766], [-5.462, -3.674, -1.854], [6.379, 2.400, 1.999], [3.470, -0.780, -4.773], [-2.745, 0.964, 2.736], [1.857, 1.122, 1.796], [-0.570, -2.873, -1.270], [5.167, -0.723, 1.659], [2.743, -2.745, -2.132], [1.536, 2.031, 0.561], [-3.844, 0.680, -0.945], [7.148, 0.079, 1.749], [3.087, -1.237, 1.590], [-5.147, -3.594, 1.501], [-4.120, -1.646, -1.653], [-1.701, 0.658, 2.764], [-4.385, -2.446, 1.622], [-6.450, 1.994, 2.671], [0.156, -3.903, 0.449], [-5.419, -4.158, 2.381], [-2.332, -0.218, -1.290], [5.654, 1.605, 1.912], [1.594, 1.316, -5.051], [2.248, 2.783, -4.307], [-5.550, -4.034, 0.251], [1.085, -2.008, -5.084], [3.588, 1.351, -2.360], [-0.598, 1.041, -2.853], [-4.543, 2.289, 3.608], [-4.065, -2.111, 2.599], [-0.389, 3.661, 0.435], [2.656, -1.638, -3.054], [0.602, -0.574, -6.020], [3.539, 2.379, -1.988], [-0.522, -6.049, -0.213], [2.138, -2.509, -1.260], [3.357, -2.551, -4.818], [-3.597, 3.025, -0.383], [-3.602, 0.407, 1.799], [2.401, 1.709, -4.440], [-0.774, -6.513, -1.078], [-1.851, -1.072, 1.014], [-0.632, -1.642, -5.328], [3.814, -0.441, 1.678], [0.356, -1.208, -5.158], [-5.607, 0.360, 1.042], [-2.557, 2.854, -0.156], [-0.379, -4.725, -0.413], [-0.729, 0.491, -3.785], [4.299, 1.891, 1.945], [-4.019, -1.718, 0.493], [4.602, -1.769, -3.833], [0.041, -2.706, -0.082], [0.048, 0.925, 6.075], [0.260, -6.457, 0.283], [1.117, 3.715, 4.516], [5.504, -1.744, 1.559], [3.347, 1.569, -4.975], [0.763, -0.069, 3.951], [-3.213, 1.907, 3.635], [1.838, 1.446, -0.313], [-5.406, 1.721, 2.684], [-3.077, -0.533, 0.711], [2.410, 1.056, -3.151], [-2.878, 0.373, -0.547], [1.520, 3.155, 3.315], [-0.840, -4.142, -1.492], [3.370, 0.868, 1.816], [0.331, -0.489, -3.906], [1.597, -0.376, -2.815], [0.080, 2.350, 0.398], [0.293, 3.357, 6.463], [-0.749, 1.335, 0.113], [-0.738, 1.207, -4.614], [-4.908, 3.031, 4.302], [0.287, 4.475, 0.650], [-2.098, 4.924, 0.179], [1.926, 3.805, 2.556], [-4.937, 0.792, 1.773], [0.595, 2.920, 5.522], [-0.151, -0.715, 0.739], [-1.722, 3.912, 0.162], [1.202, -0.066, 1.614], [-4.406, -2.176, -0.758], [1.405, 1.787, 3.099], [2.132, 2.938, 0.609], [-1.697, -0.023, -3.769], [-5.172, -3.325, -0.874], [-6.144, -4.932, 0.154], [3.565, -1.688, -4.179]],
  "forces_ev_per_a": [[-0.053, 0.115, -0.006], [0.044, 0.078, 0.031], [-0.288, 0.236, -0.221], [0.047, 0.022, -0.017], [0.127, 0.102, 0.119], [0.018, -0.035, 0.039], [0.020, -0.088, -0.077], [-0.026, -0.064, 0.015], [-0.054, -0.045, 0.034], [0.086, 0.048, 0.077], [-0.048, 0.147, -0.108], [-0.123, -0.252, 0.612], [0.128, -0.052, 0.013], [-0.074, -0.020, -0.104], [0.028, 0.116, 0.047], [0.051, -0.030, -0.091], [0.134, -0.207, -0.051], [0.490, 1.349, -0.397], [0.094, -0.092, 0.331], [0.091, -0.028, -0.025], [-0.141, -0.069, 0.203], [0.129, -0.456, 0.328], [0.045, 0.080, -0.060], [0.091, 0.005, -0.005], [0.088, 0.046, 0.003], [0.063, 0.010, 0.090], [0.040, 0.112, -0.134], [-0.136, 0.077, 0.058], [-0.077, -0.066, -0.046], [-0.097, 0.090, 0.011], [-0.091, -0.647, 0.565], [-0.040, -0.005, 0.101], [-0.159, 0.054, -0.112], [0.040, 0.086, -0.025], [-0.043, 0.068, -0.102], [-0.007, 0.023, -0.080], [0.005, -0.063, -0.066], [-0.001, -0.146, -0.162], [0.042, 0.040, 0.214], [-0.156, 0.047, 0.000], [-0.026, 0.097, 0.062], [0.008, 0.048, 0.053], [-0.032, -0.219, -0.126], [-0.529, 0.672, 0.074], [-0.004, 0.012, 0.061], [0.091, -0.057, 0.048], [-0.267, -1.031, 0.481], [0.130, -0.156, 0.005], [-0.003, 0.030, -0.039], [-0.126, -0.072, -0.040], [0.163, -0.283, 0.057], [-0.156, 0.138, -0.094], [0.159, 0.159, 0.064], [0.330, -0.766, 0.730], [0.049, -0.072, -0.074], [-0.084, -0.053, -0.047], [0.066, -0.128, 0.004], [-0.078, -0.066, -0.013], [0.237, -0.148, -0.117], [0.503, 1.793, -0.085], [-0.160, 0.094, 0.113], [0.031, -0.041, -0.013], [0.163, 0.100, -0.013], [-0.071, 0.037, -0.018], [-0.273, -0.218, -0.475], [-0.025, -0.066, 0.130], [0.026, 0.137, -0.122], [-0.011, 0.127, 0.022], [0.027, -0.127, -0.005], [-0.018, -0.036, 0.017], [0.024, 0.034, 0.014], [0.035, 0.021, 0.047], [0.028, 0.190, 0.114], [-0.087, 0.014, -0.090], [-0.896, 0.683, -0.690], [-0.440, -0.998, -0.064], [0.051, -0.373, 0.384], [0.007, -0.040, 0.009], [-0.204, -0.195, -0.517], [-0.281, -0.269, -0.041], [0.702, 0.184, 0.450], [0.334, 0.255, -0.913], [0.200, 0.405, -0.074], [-0.037, 0.028, 0.026], [0.073, -0.793, 0.515], [0.046, -0.038, 0.003], [-0.040, 0.025, 0.092], [0.092, -0.039, 0.045], [-0.059, 0.059, 0.034], [0.026, 0.052, -0.090], [0.087, 0.018, 0.049], [-0.029, 0.009, 0.038], [-0.553, 1.246, -1.815], [0.044, -0.191, 0.035], [0.561, -0.796, 0.924], [0.026, 0.137, 0.170], [-0.084, -0.248, -0.065], [-0.063, 0.077, -0.073], [-0.042, 0.112, -0.003], [-0.031, -0.105, -0.131], [-0.037, -0.029, -0.006], [0.140, 0.073, -0.019]],
  "mulliken_charge": [0.3334, 0.4457, 0.1030, 0.3409, 0.3250, 0.3750, -0.5206, 0.2263, -0.9465, 0.4645, 0.3319, 0.9015, -0.6217, 0.4443, 0.4464, 0.2908, 0.1764, 3.0819, -0.0736, -0.8995, -0.5098, -1.1002, 0.7811, 0.4155, 0.3625, -1.0162, 0.4132, 0.0197, -0.2711, 0.4285, -1.3310, 0.4294, -0.1881, -1.0159, 0.2458, 0.3130, -0.4780, 0.3442, -1.2357, 0.2138, -0.5614, 0.4559, -0.6982, 0.6616, 0.2794, 0.3553, -0.7023, -0.2113, 0.4178, 0.6278, -0.4901, -1.0135, 0.3081, -0.6087, 0.3308, -0.3989, -1.0940, 0.4935, -0.8043, 1.3655, -1.2481, -0.2693, -0.8170, 0.3151, 1.0208, 0.4446, 0.2769, -1.0082, 0.4642, 0.3308, 0.5598, -0.6560, -1.4924, -1.0751, 3.4300, 0.7058, -0.9750, -0.1531, -0.9559, -0.4886, 0.6428, -1.1188, 0.2503, 0.4340, 1.6782, 0.4187, 0.4647, 0.5672, 0.4615, 0.3949, -0.5654, -0.6325, 0.9532, -1.2761, -0.7482, -0.1890, 0.0478, 1.6040, 0.3536, -1.1082, 0.4376, -1.2390],
  "total_charge": 1,
  "molar_mass_g_mol": 788.80,
  "e_homo_ev": [-10.88, -10.88],
  "s2": 6.05,
  "largest_force_ev_per_a": 2.27,
  "multiplicity": 5,
  "orbital_gap_ev": [7.21, 8.75],
  "total_energy_ha": -3763.8031
}



# 4
{
  "formula": "H4IP3",
  "method": "ωB97M-V/def2-TZVPD",
  "symbols": ["H", "P", "H", "I", "H", "P", "H", "P"],
  "positions_angstrom": [[3.014, -1.219, 0.551], [-0.467, -1.204, -0.247], [-1.637, -1.645, -0.996], [3.724, 0.080, -0.196], [-1.468, 3.232, 0.135], [-1.626, 0.615, 0.189], [-1.125, -2.031, 0.732], [-0.415, 2.171, -0.167]],
  "forces_ev_per_a": [[0.417, 0.770, -0.457], [-0.856, -0.819, -0.376], [0.807, 0.327, -0.265], [-0.429, -0.760, 0.452], [0.999, -1.340, -0.288], [-0.846, 0.352, 0.514], [0.467, 0.579, 0.279], [-0.559, 0.889, 0.141]],
  "mulliken_charge": [0.0908, -0.2135, 0.0996, -0.1037, 0.0614, 0.0322, 0.0936, -0.0603],
  "molar_mass_g_mol": 223.86,
  "e_homo_ev": -8.72,
  "largest_force_ev_per_a": 1.70,
  "orbital_gap_ev": 7.81,
  "total_energy_ha": -1324.0756
}



# 5
{
  "formula": "C5H9NO3",
  "method": "ωB97M-V/def2-TZVPD",
  "symbols": ["C", "H", "H", "C", "O", "H", "C", "C", "H", "H", "O", "O", "C", "H", "H", "H", "N", "H"],
  "positions_angstrom": [[-0.878, 0.470, 0.511], [-1.374, -1.261, -0.662], [0.812, -2.051, 1.637], [0.682, -1.399, -0.235], [4.077, 0.408, 0.110], [1.801, 0.160, -1.226], [-0.550, -0.606, -0.521], [0.392, 1.338, 0.517], [-1.142, 0.048, 1.505], [-0.580, -0.100, -1.447], [1.592, 0.679, 0.697], [0.248, -2.145, 0.922], [1.871, -0.273, -0.263], [-1.733, 1.249, 0.207], [0.360, 1.992, 1.364], [0.454, 1.872, -0.386], [3.394, -0.452, -0.429], [0.943, -2.090, -0.953]],
  "forces_ev_per_a": [[-0.306, 1.379, -0.107], [-0.705, -1.042, 0.302], [1.904, 0.313, 2.134], [0.929, 1.599, 1.807], [0.207, -0.322, -0.276], [-1.193, 0.515, -1.434], [-1.746, 0.715, -0.357], [-1.418, -0.123, 1.683], [0.336, 0.325, -0.611], [0.754, 0.647, -1.448], [1.805, -1.181, 0.874], [-0.395, 0.026, -2.013], [-1.021, -0.518, 0.374], [1.590, -2.082, 0.392], [-0.122, 0.814, 0.251], [-0.140, 1.014, -1.391], [-0.753, -0.578, 1.709], [0.276, -1.501, -1.890]],
  "mulliken_charge": [-0.4032, 0.3538, 0.3339, 0.1051, -0.2629, 0.3205, -0.9895, -0.6521, 0.2867, 0.4813, -0.3823, -0.5442, -0.0201, 0.2874, 0.3206, 0.4413, -0.1313, 0.4549],
  "molar_mass_g_mol": 131.13,
  "e_homo_ev": [-8.22, -10.07],
  "s2": 2.01,
  "largest_force_ev_per_a": 2.88,
  "multiplicity": 3,
  "orbital_gap_ev": [9.03, 9.01],
  "total_energy_ha": -476.1992
}



# 6
{
  "formula": "C4H12O2S2",
  "method": "ωB97M-V/def2-TZVPD",
  "symbols": ["H", "H", "H", "H", "H", "H", "S", "C", "H", "C", "C", "H", "H", "H", "S", "H", "O", "O", "C", "H"],
  "positions_angstrom": [[-2.423, 1.227, 1.966], [-2.049, 1.570, -2.239], [0.623, 0.561, 0.457], [2.174, 0.040, -1.864], [-1.958, 2.099, -0.530], [2.381, -2.314, -1.043], [-2.082, -0.328, -0.800], [-2.274, 0.149, 2.150], [-3.256, -0.352, 2.116], [-1.598, 1.351, -1.256], [1.525, -0.329, -1.046], [-1.848, 0.020, 3.159], [-0.502, 1.445, -1.344], [1.527, -1.867, 0.463], [-1.116, -0.586, 0.975], [3.311, -0.233, 0.626], [3.452, -1.105, 0.203], [1.350, 0.783, -0.162], [2.194, -1.485, -0.333], [0.565, -0.647, -1.496]],
  "forces_ev_per_a": [[0.172, -0.464, 0.024], [0.074, -0.166, 0.389], [0.444, 0.096, -0.318], [-0.255, -0.208, 0.393], [0.050, -0.384, -0.282], [-0.094, 0.378, 0.310], [-0.071, 0.078, -0.072], [-0.479, 0.298, 0.455], [0.510, 0.117, -0.067], [0.262, 0.668, -0.204], [0.095, 0.310, -0.421], [-0.098, 0.036, -0.406], [-0.522, -0.111, 0.041], [0.198, 0.095, -0.210], [-0.576, -0.219, 0.278], [0.109, -0.607, -0.308], [-0.276, 0.610, 0.262], [0.080, -0.145, 0.044], [0.047, -0.439, -0.117], [0.329, 0.056, 0.209]],
  "mulliken_charge": [0.2502, 0.3464, 0.2884, 0.2964, 0.2342, 0.2960, -0.0874, -0.8012, 0.2962, -0.6745, -0.3585, 0.3216, 0.2398, 0.1666, -0.0696, 0.3305, -0.5218, -0.5796, -0.2216, 0.2479],
  "smiles": "CSSC.OCCO",
  "molar_mass_g_mol": 156.27,
  "e_homo_ev": -9.30,
  "largest_force_ev_per_a": 0.75,
  "orbital_gap_ev": 9.86,
  "total_energy_ha": -1106.4382
}